(1)
Density functional theory data (ωB97M-V/def2-TZVPD) for a 3-piece molecular cluster, C4H12NO2 overall at a distorted geometry.

## Properties
E in eV: -9917.4985
HOMO-LUMO gap in eV: 7.62
HOMO level in eV: -13.7754
Relative energy (zero: lowest compared OMol25 entry of this formula, charge and spin) in kJ/mol: 456.5
LUMO in eV: -6.156

The geometry in ORCA input format:
```
! wB97M-V def2-TZVPD RIJCOSX def2/J DEFGRID3
* xyz 1 1
C -1.143 0.147 1.961
C -0.436 -0.722 0.986
C -0.037 -1.992 1.039
C -1.400 0.721 -0.970
N -0.864 -0.427 -0.381
H -1.065 1.259 1.784
H -0.958 -0.224 2.978
H -2.191 -0.012 1.895
H -0.041 -2.718 0.184
H 0.238 -2.410 1.968
H -2.140 0.851 -1.774
H -0.948 1.657 -0.476
H -0.219 -0.902 -0.929
H 2.296 2.539 1.101
H 2.555 2.138 -0.242
O 1.867 2.043 0.441
H 1.172 -1.085 -3.754
H 2.090 -0.217 -2.944
O 1.225 -0.647 -2.868
*
```

(2)
Density functional theory data (ωB97M-V/def2-TZVPD) for C31H29N11O6STi as an isolated structure at a distorted geometry.

## Properties
E in eV: -95243.9147
HOMO-LUMO gap (alpha / beta) in eV: 6.22 / 6.12
<S²>: 0.75
HOMO level (alpha / beta) in eV: -9.7582 / -9.7579
Relative energy (zero: lowest compared OMol25 entry of this formula, charge and spin) in kJ/mol: 69.8
LUMO (alpha / beta) in eV: -3.543 / -3.640

The geometry in ORCA input format:
```
! wB97M-V def2-TZVPD RIJCOSX def2/J DEFGRID3
* xyz 1 2
Ti 0.386 -0.398 0.873
O 6.562 -1.751 3.463
C 6.202 -2.128 2.341
O 6.799 -2.673 1.403
C 4.687 -1.920 2.071
C 4.111 -2.403 0.900
C 2.774 -2.151 0.663
N 2.058 -1.412 1.521
C 2.558 -1.060 2.714
C 3.880 -1.294 3.022
C 1.507 -0.553 3.630
C 1.747 -0.198 4.947
C 0.668 0.144 5.746
C -0.612 0.119 5.207
C -0.767 -0.222 3.874
N 0.268 -0.550 3.099
C 1.930 -2.758 -0.390
C 2.443 -3.599 -1.365
C 1.562 -4.236 -2.224
C 0.202 -4.019 -2.070
C -0.227 -3.140 -1.088
N 0.608 -2.504 -0.268
H 4.754 -2.973 0.243
H 4.348 -1.038 3.963
H 2.754 -0.206 5.336
H 0.825 0.415 6.780
H -1.482 0.357 5.801
H -1.737 -0.226 3.390
H 3.508 -3.764 -1.431
H 1.933 -4.905 -2.988
H -0.525 -4.514 -2.696
H -1.280 -2.925 -0.954
C -5.075 2.505 -1.743
C -4.671 1.388 -0.864
N -5.454 0.691 -0.109
N -4.630 -0.206 0.497
C -3.355 -0.072 0.149
S -2.119 -1.112 0.695
N -3.372 0.940 -0.753
N -2.241 1.469 -1.345
H -6.144 2.662 -1.636
H -4.848 2.281 -2.785
H -4.553 3.422 -1.468
H -4.992 -0.866 1.164
H -2.127 2.429 -1.043
H -2.299 1.377 -2.360
C -2.345 4.236 3.288
N -1.221 3.506 2.709
C 0.059 3.903 2.930
C 1.116 3.221 2.438
C 0.799 2.044 1.697
O 1.668 1.215 1.278
N -0.464 1.676 1.432
C -1.521 2.371 1.953
O -2.688 2.049 1.792
H -1.979 5.183 3.674
H -2.799 3.659 4.092
H -3.097 4.413 2.523
H 0.169 4.795 3.531
H 2.137 3.510 2.618
O -1.348 -2.386 -6.803
C -1.540 -1.013 -6.552
N -0.529 -0.644 -5.590
C -0.804 -0.015 -4.435
O -1.909 0.420 -4.130
C 0.342 0.141 -3.485
C 1.606 0.599 -3.831
C 2.541 0.809 -2.826
C 2.178 0.565 -1.514
N 0.960 0.106 -1.182
C 0.070 -0.097 -2.150
H -1.752 -2.614 -7.646
H -2.513 -0.802 -6.102
H -1.426 -0.427 -7.470
H 0.371 -1.086 -5.704
H 1.856 0.811 -4.863
H 3.533 1.172 -3.045
H 2.861 0.741 -0.693
H -0.894 -0.478 -1.849
*
```